Entry 1:
{"formula": "C2H6NO3", "method": "ωB97M-V with the def2-TZVPD basis set", "charge": -1, "total_energy_ha": -360.269998, "elements": ["O", "C", "N", "C", "O", "H", "H", "H", "H", "H", "H", "O"], "positions_angstrom": [[-1.106934, -1.063064, 0.567196], [-0.259038, -0.388487, -0.013395], [0.256925, -0.462374, -1.241917], [1.145610, 1.020204, -1.613166], [2.288634, 1.082299, -1.109438], [0.024787, 0.541961, 0.563105], [1.110823, -0.995937, -1.325128], [0.861374, 0.935152, -2.716874], [0.322244, 1.693043, -1.291449], [-1.498777, -1.122555, 1.936664], [-1.368766, -0.240680, 3.303333], [-1.776884, -0.999567, 2.941065]], "forces_ev_per_angstrom": [[0.3518, -1.3623, -1.6913], [-0.1608, 1.8761, 1.5235], [0.9224, 0.3077, -0.5027], [-2.5504, -0.1127, -0.7958], [0.5594, -0.1975, -0.1448], [0.0582, -0.2478, -0.4295], [-0.2720, -0.8419, -0.0092], [1.2384, -0.1846, 0.2945], [0.1100, 0.4658, 0.6530], [-0.2623, 0.9563, 1.9798], [0.7420, 1.1193, 0.1761], [-0.7367, -1.7784, -1.0536]]}



Entry 2:
{"formula": "C2H6NO3", "method": "ωB97M-V with the def2-TZVPD basis set", "charge": -1, "total_energy_ha": -360.302335, "elements": ["O", "C", "N", "C", "O", "H", "H", "H", "H", "H", "H", "O"], "positions_angstrom": [[0.417704, 0.870733, 1.583705], [0.266805, -0.138744, 0.871087], [-0.232875, -0.248788, -0.344300], [0.545999, -1.294518, -1.737280], [1.438062, -2.081543, -1.376372], [0.643465, -1.118532, 1.235340], [-0.239261, 0.643717, -0.820235], [-0.430809, -1.652048, -2.117984], [0.866759, -0.362894, -2.260393], [-1.140471, 1.806312, 1.213175], [-2.377096, 1.842629, 0.358150], [-1.927946, 2.359355, 1.040775]], "forces_ev_per_angstrom": [[-0.3918, 0.1744, -0.0274], [0.7593, -0.8330, -0.0856], [0.1515, 0.1823, -0.5727], [0.3887, 0.1100, -0.0190], [-0.2019, -0.2646, 0.0969], [-0.1984, 0.1390, 0.1514], [-0.4648, 0.4992, 0.2304], [0.0404, -0.1057, 0.1241], [-0.1858, -0.0025, 0.0255], [0.4358, 0.1653, 0.2805], [0.0127, 0.1907, 0.1706], [-0.3458, -0.2552, -0.3745]]}



Entry 3:
{"formula": "C2H6NO3P", "method": "ωB97M-V with the def2-TZVPD basis set", "charge": -2, "total_energy_ha": -701.601591, "elements": ["C", "C", "N", "O", "O", "O", "P", "H", "H", "H", "H", "H", "H"], "positions_angstrom": [[1.131321, -0.581775, -0.803480], [0.929503, 0.787635, 1.134646], [0.401794, -0.359570, 0.380536], [-2.385327, 1.213319, -0.392242], [-2.986890, -0.801195, 0.916275], [-2.301453, -1.074912, -1.479117], [-2.243910, -0.250409, -0.274318], [0.857990, -1.501277, -1.434196], [1.107581, 0.261125, -1.698645], [2.208266, -0.648127, -0.408705], [2.067642, 0.453745, 1.451853], [0.951719, 1.738065, 0.623267], [0.261767, 0.763381, 1.984131]], "forces_ev_per_angstrom": [[0.7191, 0.5208, -1.2834], [0.8430, -3.7204, -0.3422], [-1.3783, 0.6794, -0.5988], [0.8879, 1.7714, -0.4217], [0.9162, -0.5086, 0.5276], [1.0479, -1.3810, -2.0193], [-1.8144, 0.2881, 2.2274], [0.1870, 0.8826, 1.3362], [0.1876, -0.9795, 1.7027], [-0.1607, -0.1168, -1.1853], [-1.7421, 1.1106, -0.2973], [0.0734, 0.6956, -0.3042], [0.2335, 0.7578, 0.6584]]}



Entry 4:
{"formula": "C2H6NO3S", "method": "ωB97M-V with the def2-TZVPD basis set", "charge": -1, "total_energy_ha": -758.401610, "elements": ["C", "C", "N", "O", "O", "O", "S", "H", "H", "H", "H", "H", "H"], "positions_angstrom": [[1.707919, 0.468550, -1.083578], [-0.533445, -1.004213, 1.755742], [0.312709, 0.517363, -1.569527], [-1.881358, 1.430892, -1.757611], [-1.425272, 0.011848, 0.674573], [-1.376586, -1.869010, 2.172606], [-0.796463, 1.338769, -0.776299], [2.133737, 1.352936, -0.731434], [1.565425, -0.313191, -0.216723], [2.287385, 0.172013, -1.916269], [-0.065566, -0.151440, 2.366310], [0.084747, -1.338136, 0.843129], [-2.013231, -0.616381, 0.239081]], "forces_ev_per_angstrom": [[-3.3019, -2.7208, 1.9211], [-0.7173, -1.6275, -1.4691], [-0.7447, 1.9061, 0.7711], [-0.9553, -0.0108, 0.9381], [-0.7046, 1.3354, -0.3947], [1.5290, 1.3751, 0.4432], [2.4917, -1.1641, -2.3311], [0.4618, 1.7669, 0.9186], [1.6029, 1.1309, -1.4538], [0.7661, -0.9139, -0.6012], [-0.5868, -1.1002, -0.3662], [0.2256, 0.2522, 1.5712], [-0.0665, -0.2294, 0.0528]]}



Entry 5:
{"formula": "C2H6NO3S", "method": "ωB97M-V with the def2-TZVPD basis set", "charge": -1, "total_energy_ha": -758.354219, "elements": ["C", "C", "N", "O", "O", "O", "S", "H", "H", "H", "H", "H", "H"], "positions_angstrom": [[-0.796258, 1.763373, 0.279481], [0.228149, 0.806573, -1.627133], [0.258102, -2.901405, 0.131703], [2.125264, -2.258729, 1.616614], [-0.031589, -0.990713, 1.856796], [-0.915083, 1.328348, -1.059975], [0.941923, -1.710269, 0.979573], [-0.170412, 2.629328, 0.102444], [-0.315547, 0.934974, 1.013716], [-1.743701, 2.088678, 0.762248], [0.440839, 1.075797, -2.634862], [0.602140, -0.091888, -1.286391], [-0.623829, -2.674067, -0.134214]], "forces_ev_per_angstrom": [[1.4431, -1.2034, 1.9746], [-1.4720, 1.5878, 0.2425], [4.0182, -0.2202, 1.3154], [0.8605, 0.0639, 0.6243], [0.4935, -0.0958, -0.1410], [-0.2394, -0.9025, -1.2790], [-1.9125, -1.1056, -0.8360], [0.4041, 0.4572, 1.2071], [-0.9297, 1.8579, -1.7975], [0.2458, -0.4182, -0.9526], [-0.2719, 0.4325, -0.6349], [0.7506, -1.7094, 1.1432], [-3.3903, 1.2557, -0.8660]]}



Entry 6:
{"formula": "C2H6NO4S", "method": "ωB97M-V with the def2-TZVPD basis set", "charge": -1, "smiles": "CC(N)=[S@@](=O)([O-])OO", "total_energy_ha": -833.569521, "elements": ["C", "C", "N", "S", "O", "O", "O", "O", "H", "H", "H", "H", "H", "H"], "positions_angstrom": [[-0.818626, -0.197056, 0.758309], [-0.208799, 1.059603, 0.403636], [-0.851557, 1.728051, -0.647897], [1.577614, 0.538553, 0.104553], [2.426745, 1.746076, -0.115574], [1.911682, -0.116065, 1.403430], [2.305622, -0.629307, -1.069648], [3.235434, -1.416662, -0.423488], [-0.925889, -0.912163, -0.035404], [-0.137868, -0.500737, 1.502932], [-1.849559, -0.058422, 1.226596], [-1.138331, 1.252115, -1.558326], [-0.422350, 2.623959, -0.942861], [3.266281, -0.943778, 0.454899]], "forces_ev_per_angstrom": [[-2.6405, -0.4462, 1.3121], [0.7408, 1.4493, -2.3031], [-0.0173, 1.0031, -2.0021], [1.8573, 2.3906, 1.8045], [-1.2966, -1.4656, -0.4676], [0.4147, -0.1512, -1.2975], [-1.9740, 1.4344, -0.5837], [1.3894, -0.5196, 1.5251], [-0.1341, -0.6798, -0.5774], [0.1828, -1.4924, 1.0331], [1.1895, 0.0432, -0.5232], [0.4255, 0.1671, 1.7163], [-0.2417, -0.9038, 0.6554], [0.1041, -0.8291, -0.2917]]}



Entry 7:
{"formula": "C2H6NOPS", "method": "ωB97M-V with the def2-TZVPD basis set", "smiles": "[H]/N=C\\COPS", "total_energy_ha": -949.268840, "elements": ["H", "N", "C", "C", "O", "P", "S", "H", "H", "H", "H", "H"], "positions_angstrom": [[-1.073810, 1.583259, 0.431581], [-1.938273, 1.164947, 0.417028], [-1.996381, -0.030550, 0.023346], [-0.756713, -0.573539, -0.828684], [0.287011, 0.179882, -0.406076], [1.665042, -0.557844, 0.368192], [2.980704, 1.072345, 0.296476], [-2.894495, -0.651592, -0.178312], [-0.734636, -1.629976, -0.682550], [-0.945686, -0.406411, -1.872586], [1.333815, -0.590961, 1.586419], [4.073422, 0.440437, 0.845168]], "forces_ev_per_angstrom": [[2.7385, 0.7812, -0.4217], [-4.3266, -1.8503, 1.3279], [1.4876, 0.3671, -3.1642], [-2.6784, 0.0477, 1.7022], [4.1982, 0.3710, 1.4204], [0.0438, -0.9444, -5.8779], [0.5044, 0.5669, 0.3863], [0.0242, 0.7778, 0.9001], [0.7307, -1.0230, 0.2334], [-0.2663, 0.2322, -0.6316], [-1.6099, 0.6160, 4.5573], [-0.8463, 0.0576, -0.4322]]}



Entry 8:
{"formula": "C2H6NOS", "method": "ωB97M-V with the def2-TZVPD basis set", "multiplicity": 2, "s2": 0.753, "total_energy_ha": -607.942592, "elements": ["C", "S", "H", "H", "H", "C", "N", "O", "H", "H", "H"], "positions_angstrom": [[-1.962488, 0.829691, -0.492992], [-1.146956, 0.226309, -1.945460], [-2.610435, 0.076866, -0.044861], [-2.580685, 1.677084, -0.762838], [-1.278187, 1.141548, 0.293145], [2.107329, -0.372932, 0.752650], [0.944455, -0.885233, 0.260384], [2.631267, -0.739546, 1.778353], [2.519530, 0.443922, 0.134322], [0.697118, -0.657413, -0.698428], [0.679051, -1.740296, 0.725725]], "forces_ev_per_angstrom": [[0.0929, 0.4437, 0.4670], [-0.1368, -0.1331, -0.3356], [-0.0864, -0.2343, -0.2437], [-0.2724, 0.1025, -0.0705], [0.2351, -0.0989, -0.0658], [-0.1820, 0.0718, -0.0497], [0.8798, 0.2410, 0.2290], [0.0869, 0.0104, 0.0369], [-0.0076, -0.0047, 0.0211], [-0.2407, -0.3465, 0.3737], [-0.3689, -0.0519, -0.3624]]}



Entry 9:
{"formula": "C2H6NP", "method": "ωB97M-V with the def2-TZVPD basis set", "total_energy_ha": -475.761050, "elements": ["C", "C", "N", "P", "H", "H", "H", "H", "H", "H"], "positions_angstrom": [[-2.189557, 0.700661, -0.221799], [1.804698, -0.949666, 0.070843], [-1.127808, 1.324460, -0.150770], [1.761780, 0.922532, -0.151953], [-2.686556, 0.775593, -1.203967], [-2.691177, 0.016034, 0.489892], [2.796907, -1.139743, -0.414830], [0.960328, -1.611224, -0.278086], [1.984585, -1.184414, 1.175231], [-0.613204, 1.145764, 0.685440]], "forces_ev_per_angstrom": [[-2.2689, -1.2923, -1.4579], [0.7162, 0.1633, 1.1305], [1.3834, 0.8521, -0.1772], [-0.0003, -0.8720, 0.0264], [-0.3212, 0.0107, 0.4757], [0.5754, 0.3657, 0.0854], [-0.9553, -0.5391, 0.0861], [0.9847, 0.9123, -0.0079], [-0.3527, 0.2997, -1.3148], [0.2388, 0.0996, 1.1537]]}



Entry 10:
{"formula": "C2H6NS", "method": "ωB97M-V with the def2-TZVPD basis set", "charge": 1, "total_energy_ha": -532.329289, "elements": ["C", "C", "N", "S", "H", "H", "H", "H", "H", "H"], "positions_angstrom": [[-1.290086, -0.744148, -0.013030], [-0.721280, 0.223360, -0.897375], [-1.385231, 0.766105, 0.073272], [2.148552, -0.096057, 0.396035], [-2.218122, -1.204061, -0.307407], [-0.647649, -1.288696, 0.718347], [0.105531, 0.253429, -1.460606], [-1.763642, 1.727069, 0.439662], [2.695776, 0.590056, 1.623573], [3.076154, -0.227057, -0.572472]], "forces_ev_per_angstrom": [[-0.8751, -1.0755, 1.5026], [-2.5088, 1.0606, 4.9265], [0.4436, 0.9346, -2.2693], [-0.0975, 0.7109, 2.0981], [-0.1155, -0.3172, -0.0046], [-0.5801, 0.7029, -0.5326], [2.4329, 1.1564, -2.9480], [1.1178, -2.3987, -0.6563], [-0.3474, -1.2448, -2.8804], [0.5302, 0.4708, 0.7640]]}